This record from the OMol25 dataset describes C21H11AlCl2F9IN3O3S2 as an isolated structure. The level of theory is ωB97M-V/def2-TZVPD.

Output
Relative energy (zero: lowest compared OMol25 entry of this formula, charge and spin) (eV): 0.961
E_HOMO (eV): -3.93
LUMO (Ha): 0.0462

```
! wB97M-V def2-TZVPD RIJCOSX def2/J DEFGRID3
* xyz -1 1
Al -0.94 0.21 -0.06
Cl -3.71 -5.67 2.89
C -3.14 -4.36 1.90
C -3.69 -4.15 0.67
C -3.25 -3.10 -0.16
I -4.14 -2.85 -2.01
C -2.24 -2.25 0.24
O -1.78 -1.28 -0.50
C -1.67 -2.47 1.54
N -0.69 -1.61 1.89
C -0.13 -1.74 3.07
C -0.49 -2.76 3.98
C -1.47 -3.64 3.63
C -2.11 -3.51 2.38
H -4.48 -4.80 0.32
H 0.64 -1.02 3.32
H 0.01 -2.82 4.93
H -1.77 -4.43 4.30
N 5.85 -1.26 2.05
C 4.84 -0.93 1.63
C 3.53 -0.54 1.15
C 3.00 -1.14 0.01
C 1.74 -0.76 -0.38
N 0.99 0.09 0.33
C 1.53 0.71 1.38
C 2.81 0.43 1.81
H 3.57 -1.84 -0.58
H 1.30 -1.13 -1.30
H 0.90 1.43 1.90
H 3.23 0.96 2.66
Cl -1.85 1.33 1.50
C 2.23 4.30 0.05
O 3.64 4.18 -0.02
C 4.23 3.13 -0.66
S 5.90 3.21 -0.66
S 3.26 1.91 -1.34
H 1.98 5.33 -0.22
H 1.92 4.12 1.09
H 1.74 3.61 -0.62
F -2.91 3.13 -1.67
C -2.82 1.99 -2.36
F -3.40 1.04 -1.62
F -3.54 2.14 -3.47
C -1.33 1.62 -2.64
O -0.75 1.09 -1.54
C -0.55 2.90 -3.04
F 0.59 2.60 -3.66
F -0.26 3.63 -1.97
F -1.26 3.67 -3.88
C -1.28 0.58 -3.80
F -1.49 1.12 -4.99
F -2.20 -0.37 -3.62
F -0.10 -0.03 -3.83
*
```

***

This record from the OMol25 dataset describes C21H12Cl3MnNO as an isolated structure. The level of theory is ωB97M-V/def2-TZVPD.

Output
Relative energy (zero: lowest compared OMol25 entry of this formula, charge and spin) (eV): 0.421
E_HOMO (spin up / spin down) (eV): -11.80 / -12.03
LUMO (spin up / spin down) (Ha): -0.1798 / -0.1609

```
! wB97M-V def2-TZVPD RIJCOSX def2/J DEFGRID3
* xyz 1 5
Mn -0.65 1.09 0.63
Cl -4.60 -2.11 -2.49
C -3.93 -0.85 -1.53
C -3.98 0.51 -1.95
C -3.40 1.53 -1.17
Cl -3.19 3.19 -1.67
C -2.87 1.22 0.11
O -2.23 2.11 0.87
C -2.87 -0.16 0.50
Cl -2.19 -0.51 2.06
C -3.41 -1.15 -0.26
H -4.50 0.76 -2.88
H -3.36 -2.17 0.06
C 1.05 1.82 4.55
C 2.27 1.12 4.35
C 2.64 0.61 3.10
C 1.74 0.73 2.02
C 0.54 1.38 2.24
C 0.19 1.92 3.47
C 1.97 0.12 0.71
C 3.18 -0.47 0.36
C 3.30 -1.09 -0.86
C 2.20 -1.14 -1.75
C 2.23 -1.77 -3.00
C 1.12 -1.84 -3.84
C -0.10 -1.30 -3.39
C -0.17 -0.66 -2.17
C 0.97 -0.55 -1.33
N 0.95 0.13 -0.13
H 0.74 2.25 5.55
H 2.95 0.93 5.16
H 3.59 0.08 3.06
H -0.71 2.50 3.58
H 4.00 -0.35 1.03
H 4.23 -1.57 -1.10
H 3.16 -2.18 -3.32
H 1.22 -2.43 -4.74
H -0.96 -1.37 -4.01
H -1.13 -0.29 -1.84
*
```

***

This record from the OMol25 dataset describes C21H13Br2N5NdOSSe as an isolated structure. The level of theory is ωB97M-V/def2-TZVPD.

Output
E_HOMO (spin up / spin down) (eV): -10.52 / -10.54
LUMO (spin up / spin down) (Ha): -0.1427 / -0.1426

```
! wB97M-V def2-TZVPD RIJCOSX def2/J DEFGRID3
* xyz 1 4
Nd 0.91 -0.44 -1.36
C -1.19 -0.27 1.64
C 0.26 -0.21 2.03
C 0.67 -0.22 3.37
C 2.01 -0.22 3.67
C 2.97 -0.19 2.64
C 4.37 -0.23 2.84
Br 5.08 -0.27 4.59
C 5.22 -0.23 1.78
C 4.73 -0.15 0.47
Br 5.92 -0.11 -0.99
C 3.37 -0.07 0.18
O 2.91 0.09 -1.04
C 2.48 -0.14 1.31
N 1.13 -0.16 1.04
H -1.83 -0.40 2.51
H -1.35 -1.10 0.95
H -1.47 0.67 1.14
H -0.07 -0.24 4.16
H 2.35 -0.24 4.69
H 6.29 -0.28 1.94
N -3.22 1.53 -1.64
C -3.71 0.25 -1.63
C -4.99 -0.26 -1.52
C -5.11 -1.65 -1.48
C -3.99 -2.52 -1.57
C -2.72 -2.03 -1.70
C -2.57 -0.63 -1.72
N -1.44 0.10 -1.78
C -1.84 1.42 -1.73
C -0.90 2.46 -1.66
C -1.11 3.83 -1.55
S 0.39 4.64 -1.44
C 1.21 3.14 -1.53
N 0.45 2.09 -1.64
H -3.76 2.37 -1.61
H -5.86 0.38 -1.45
H -6.09 -2.08 -1.38
H -4.16 -3.58 -1.54
H -1.85 -2.67 -1.78
H -2.04 4.37 -1.53
H 2.29 3.07 -1.50
Se 3.41 -4.00 -1.19
C 1.94 -3.17 -1.42
N 0.87 -2.63 -1.57
*
```

***

This record from the OMol25 dataset describes a 2-piece molecular cluster, C21H13F4NO3 overall. The level of theory is ωB97M-V/def2-TZVPD.

Output
Relative energy (zero: lowest compared OMol25 entry of this formula, charge and spin) (eV): 2.624
E_HOMO (eV): -8.51
LUMO (Ha): -0.1112

```
! wB97M-V def2-TZVPD RIJCOSX def2/J DEFGRID3
* xyz 0 1
F -3.62 2.63 -2.65
C -3.35 1.29 -2.49
C -4.42 0.40 -2.51
C -4.10 -0.95 -2.35
F -5.11 -1.88 -2.43
C -2.82 -1.40 -2.12
C -1.74 -0.46 -2.04
C -0.47 -0.98 -1.70
C 0.81 -0.43 -1.99
C 1.86 -1.37 -2.24
C 3.13 -0.92 -2.50
F 4.13 -1.85 -2.68
C 3.46 0.44 -2.56
C 2.42 1.33 -2.34
F 2.70 2.68 -2.39
C 1.12 0.95 -2.03
C -2.03 0.90 -2.32
H -5.44 0.72 -2.67
H -2.59 -2.46 -2.03
H -0.46 -2.07 -1.55
H 1.62 -2.43 -2.24
H 4.47 0.76 -2.78
H 0.36 1.70 -1.83
H -1.24 1.64 -2.42
C -0.41 -0.96 0.90
C 0.90 -0.59 1.41
O 1.90 -0.88 0.72
C 1.04 0.06 2.76
C 0.47 -0.52 3.90
C 0.74 -0.01 5.17
C 1.60 1.09 5.31
C 2.19 1.67 4.18
C 1.94 1.13 2.91
N -1.56 -0.50 1.47
O -2.71 -0.79 1.00
O -1.47 0.24 2.49
H -0.51 -1.84 0.25
H -0.16 -1.41 3.80
H 0.27 -0.47 6.04
H 1.82 1.49 6.30
H 2.85 2.53 4.27
H 2.43 1.52 2.01
*
```